Below is a cluster of 2 separate species, C7H16N3 in total in a non-equilibrium geometry, with properties calculated with ωB97M-V with the def2-TZVPD basis set.

Properties
Energy above the lowest of the compared OMol25 structures with the same formula, charge and spin: 127.4 kcal per mole
Spin multiplicity: 1
Maximum force: 0.0774 hartree/bohr
Frontier orbital gap (alpha / beta): 9.437 / 3.535 eV
Net charge: +1
E: -11977.87486 eV

Each line ends with the Mulliken charge.
Element x y z (Å)
C: 0.6381 1.1134 2.7917  -0.28
C: -1.2396 2.5303 3.6470  -0.38
C: 0.0908 -0.4562 -0.8029  0.56
C: 1.1420 0.1109 -1.5789  0.80
C: -1.3977 -0.0608 -0.7605  -1.40
C: 0.8009 1.3580 -2.2885  -1.07
C: -0.6698 -2.4207 0.5480  -1.03
N: -0.1562 1.9896 3.2644  -0.21
N: 2.3538 -0.5053 -1.8767  -0.42
N: 0.2580 -1.5843 -0.1119  -0.09
H: 1.4282 0.8330 3.5049  0.28
H: -1.2366 3.4886 4.0348  0.28
H: -2.1741 2.0081 3.6387  0.27
H: -1.5126 0.3607 0.2396  0.40
H: -2.0377 -0.9645 -0.8624  0.33
H: -1.8106 0.7254 -1.3597  0.39
H: 1.2121 1.3281 -3.3713  0.29
H: 1.4166 2.3067 -1.8992  0.30
H: -0.3252 1.7405 -2.2900  0.24
H: -1.3909 -2.8949 -0.1874  0.34
H: -0.0056 -3.1780 0.9793  0.34
H: -1.1963 -1.8264 1.2524  0.37
H: 2.6743 -0.3989 -2.8496  0.27
H: 2.5035 -1.4281 -1.5512  0.18
H: 1.1380 -2.0007 -0.2856  0.17
H: 0.5982 0.6135 1.8440  0.06